Molecular formula: C7H8N5O2
Method: DFT, ωB97M-V with the def2-TZVPD basis set

```
22
Properties=species:S:1:pos:R:3:forces:R:3
C 2.424148 0.969988 -0.124849 0.3 -3.1 0.7
C 0.350675 -0.818110 -0.243224 0.9 -0.4 0.2
C 2.560561 -0.544391 0.228114 0.6 3.3 -0.5
C 0.135965 0.601191 -0.440063 -1.5 0.2 0.0
C -0.838659 -1.705257 -0.427157 -0.2 0.0 0.0
C 3.722954 -1.058276 0.684258 -0.7 0.2 -0.3
C -2.176351 0.387645 -0.568737 -0.4 -0.2 0.1
N 1.472747 -1.341524 0.100427 -1.2 -0.8 -0.1
N -1.014300 1.153386 -0.585621 1.2 0.4 0.1
N -2.040236 -1.005820 -0.556527 -0.3 -0.3 0.1
N 1.254323 1.487403 -0.427999 0.9 -0.4 0.3
N -2.908971 0.877539 0.787487 0.1 0.2 -0.3
O 1.048732 2.682065 -0.666515 -0.2 1.0 -0.2
O -0.807024 -2.896747 -0.492106 0.1 -0.1 0.1
H 3.286744 1.611357 -0.083994 -0.1 0.3 -0.1
H 3.764932 -2.098415 0.961299 0.0 -0.2 0.0
H 4.611586 -0.460812 0.773230 0.2 0.2 0.1
H -2.867807 0.736138 -1.347641 0.0 -0.1 0.2
H -2.828449 -1.591464 -0.805937 0.1 0.0 -0.1
H -2.887623 1.905566 0.762896 0.0 -0.2 0.1
H -2.385972 0.557073 1.611736 -0.1 0.1 -0.3
H -3.877982 0.551456 0.860915 0.2 0.0 0.0
```
Positions in Å, forces in eV/Å.

Relative energy (zero: lowest compared OMol25 entry of this formula, charge and spin): 0.0000 eV
Molecular weight: 194.174 u
F_max: 0.065 hartree/bohr
Total charge: +1
Highest occupied orbital energy (alpha / beta): -12.26 / -12.26 eV
SMILES string: C=c1c[n+]([O-])c2c(n1)C(=O)N[C@@H]([NH3+])N=2
Kohn-Sham gap (alpha / beta): 6.787 / 6.781 eV